{"formula": "C40H63N4O8Y", "method": "ωB97M-V/def2-TZVPD", "elements": ["Y", "C", "C", "O", "C", "C", "O", "C", "C", "O", "C", "C", "O", "C", "C", "O", "C", "C", "O", "H", "H", "H", "H", "H", "H", "H", "H", "H", "H", "H", "H", "H", "H", "H", "H", "H", "H", "H", "H", "H", "H", "H", "H", "N", "C", "C", "N", "H", "H", "H", "H", "H", "H", "H", "H", "H", "C", "C", "C", "C", "C", "C", "C", "C", "C", "C", "C", "C", "N", "H", "H", "H", "H", "H", "H", "H", "H", "H", "H", "H", "H", "H", "H", "H", "H", "H", "C", "O", "C", "C", "C", "C", "C", "C", "N", "C", "C", "C", "C", "C", "C", "C", "O", "H", "H", "H", "H", "H", "H", "H", "H", "H", "H", "H", "H", "H"], "coordinates": [[-0.0028, 0.4438, 0.1502], [3.0564, 2.1476, -0.0882], [3.4349, 0.6858, -0.0746], [2.3645, -0.1559, -0.5360], [2.4668, -0.5744, -1.8956], [2.1304, 0.5628, -2.8416], [1.0517, 1.2682, -2.2431], [0.3193, 2.1306, -3.1092], [-0.9795, 1.4591, -3.4811], [-1.5238, 0.9720, -2.2652], [-2.9273, 0.7741, -2.2876], [-3.3072, 0.2552, -0.9102], [-2.5633, 0.9115, 0.1143], [-2.9766, 2.2519, 0.4014], [-2.0565, 3.2480, -0.2591], [-0.6962, 2.9121, 0.0230], [-0.0558, 3.6294, 1.0891], [1.4095, 3.6311, 0.7477], [1.7880, 2.2762, 0.5391], [2.9995, 2.5616, -1.0992], [3.8134, 2.7056, 0.4722], [3.6458, 0.3745, 0.9431], [4.3271, 0.5210, -0.6824], [1.7481, -1.3858, -1.9991], [3.4658, -0.9665, -2.0993], [1.8507, 0.1571, -3.8195], [2.9777, 1.2401, -2.9885], [0.9001, 2.3890, -3.9969], [0.1205, 3.0413, -2.5433], [-0.8344, 0.6311, -4.1836], [-1.6510, 2.1863, -3.9496], [-3.2124, 0.0434, -3.0521], [-3.4314, 1.7201, -2.5183], [-3.0618, -0.8007, -0.8206], [-4.3794, 0.3775, -0.7386], [-2.9328, 2.3633, 1.4835], [-4.0090, 2.4107, 0.0814], [-2.2843, 4.2551, 0.0967], [-2.1508, 3.2374, -1.3436], [-0.2427, 3.1289, 2.0438], [-0.4251, 4.6555, 1.1355], [1.9966, 4.0705, 1.5592], [1.5798, 4.2050, -0.1694], [1.2832, -4.8249, 3.5026], [1.6052, -5.0415, 2.0986], [1.7796, -3.6823, 1.4289], [0.6245, -2.8268, 1.7834], [0.7905, -5.6066, 3.9110], [0.4088, -2.9936, 2.7753], [2.1046, -4.6488, 4.0676], [0.7663, -5.5691, 1.6352], [2.5018, -5.6406, 1.9169], [1.8587, -3.7590, 0.3448], [2.6665, -3.1754, 1.8090], [-0.2013, -3.0196, 1.2197], [0.7591, -1.7775, 1.6552], [-2.7744, -1.4266, 2.5541], [-2.3530, -0.5717, 3.7477], [-2.5619, 0.9197, 3.4963], [-0.9330, -0.8393, 4.2023], [-0.7735, -1.2845, 5.5122], [0.4702, -1.4905, 6.0784], [1.5889, -1.2276, 5.3087], [1.4824, -0.7770, 3.9992], [2.7386, -0.4559, 3.2242], [3.0802, 1.0272, 3.3979], [3.9413, -1.3307, 3.5693], [0.2065, -0.5566, 3.3937], [0.1224, -0.1522, 2.0710], [-3.8103, -1.2271, 2.2610], [-2.6878, -2.4873, 2.8230], [-2.1198, -1.1949, 1.7144], [-3.0059, -0.8531, 4.5785], [-3.5779, 1.1190, 3.1418], [-1.8361, 1.2733, 2.7640], [-2.4115, 1.4783, 4.4206], [-1.6617, -1.4660, 6.1083], [0.5644, -1.8289, 7.1012], [2.5720, -1.3659, 5.7420], [2.4785, -0.6205, 2.1730], [3.2249, 1.2539, 4.4557], [2.2645, 1.6490, 3.0248], [4.0046, 1.3046, 2.8800], [4.3440, -1.1024, 4.5569], [4.7518, -1.1701, 2.8538], [3.6831, -2.3930, 3.5630], [-6.3260, -6.5743, 1.5874], [-5.1288, -5.9291, 1.1406], [-4.1841, -6.6930, 0.5502], [-4.2796, -8.0567, 0.3013], [-3.2138, -8.7191, -0.2898], [-2.0448, -8.0492, -0.6250], [-1.9426, -6.6908, -0.3789], [-3.0162, -6.0182, 0.1815], [-2.9559, -4.6340, 0.5209], [-2.4021, -3.6258, -0.0963], [-1.8616, -3.5098, -1.3995], [-2.2312, -4.3485, -2.4830], [-1.8268, -4.0642, -3.7543], [-1.0291, -2.9260, -3.9794], [-0.6509, -2.0954, -2.9573], [-1.0330, -2.3599, -1.6176], [-0.6343, -1.6170, -0.6351], [-6.0961, -7.3455, 2.3230], [-6.8648, -7.0059, 0.7439], [-6.9278, -5.7975, 2.0465], [-5.1735, -8.6015, 0.5660], [-3.2981, -9.7802, -0.4817], [-1.2160, -8.5828, -1.0675], [-1.0366, -6.1524, -0.6276], [-3.4423, -4.4087, 1.3829], [-2.3872, -2.7211, 0.5035], [-2.8731, -5.1995, -2.3036], [-2.1253, -4.6915, -4.5816], [-0.7078, -2.7027, -4.9901], [-0.0500, -1.2178, -3.1484]], "forces_ev_per_a": [[-0.04, 0.48, -0.28], [0.00, 0.05, 0.01], [0.00, -0.05, 0.01], [0.04, -0.07, 0.06], [0.02, -0.03, 0.00], [0.01, 0.02, 0.00], [0.00, -0.10, -0.01], [0.04, 0.05, -0.02], [-0.05, 0.00, -0.01], [-0.07, -0.05, 0.00], [0.03, -0.03, 0.05], [0.03, 0.01, -0.03], [-0.02, -0.03, 0.06], [-0.06, 0.00, 0.07], [0.02, 0.09, -0.04], [0.00, -0.17, 0.04], [0.03, 0.05, 0.01], [-0.02, 0.00, 0.05], [0.01, -0.17, -0.05], [0.01, -0.01, -0.01], [0.00, 0.01, 0.00], [-0.01, -0.01, 0.03], [-0.01, 0.00, -0.01], [0.00, 0.00, 0.01], [0.00, 0.00, 0.00], [0.00, 0.00, 0.00], [0.00, 0.00, 0.00], [0.02, 0.00, 0.01], [-0.01, 0.00, 0.00], [0.01, 0.01, -0.01], [-0.01, -0.01, 0.00], [-0.01, 0.00, 0.00], [0.01, 0.01, 0.01], [0.03, -0.01, 0.00], [0.01, -0.01, 0.01], [-0.02, 0.01, -0.07], [-0.01, -0.01, 0.00], [0.02, 0.01, -0.01], [-0.04, -0.01, 0.00], [0.01, -0.01, 0.01], [-0.02, -0.02, 0.01], [0.01, -0.01, 0.00], [0.00, -0.01, -0.01], [-0.04, 0.00, 0.01], [-0.01, -0.01, -0.02], [-0.06, 0.04, 0.05], [0.13, -0.28, -0.31], [0.03, -0.02, 0.00], [0.01, 0.01, 0.08], [0.01, 0.03, 0.00], [0.02, 0.00, 0.00], [0.00, -0.02, 0.02], [-0.01, 0.00, 0.02], [0.01, -0.04, -0.03], [0.05, -0.07, -0.04], [-0.26, 0.27, 0.25], [0.01, 0.02, 0.00], [-0.06, 0.01, 0.00], [-0.10, 0.00, 0.09], [0.08, 0.10, 0.06], [-0.05, -0.04, -0.06], [0.03, 0.00, 0.03], [0.01, -0.03, -0.04], [-0.08, -0.04, 0.05], [-0.04, 0.01, -0.06], [-0.01, 0.07, 0.01], [0.01, 0.02, 0.03], [0.07, 0.22, 0.05], [0.02, -0.12, 0.05], [0.01, -0.01, 0.04], [0.01, 0.01, -0.06], [0.04, -0.05, -0.04], [0.02, 0.02, 0.01], [0.03, 0.00, 0.00], [0.02, -0.04, 0.02], [0.00, 0.01, 0.01], [0.00, 0.00, -0.01], [0.01, -0.01, 0.00], [-0.01, -0.01, 0.02], [0.08, 0.02, -0.04], [0.01, -0.02, 0.00], [0.00, -0.03, 0.02], [-0.01, -0.02, -0.01], [0.00, 0.01, 0.00], [0.00, -0.01, 0.00], [0.04, 0.02, 0.02], [0.02, 0.00, 0.00], [-0.02, 0.00, 0.01], [0.01, 0.00, -0.01], [0.00, 0.01, 0.00], [-0.02, -0.02, 0.00], [0.02, 0.03, 0.00], [-0.01, -0.04, 0.00], [0.00, 0.03, -0.02], [-0.03, -0.05, 0.00], [-0.03, 0.06, 0.06], [0.05, -0.01, 0.06], [-0.01, 0.01, -0.02], [-0.02, -0.02, 0.01], [0.03, 0.03, -0.05], [-0.06, -0.03, 0.04], [0.08, 0.03, -0.17], [0.03, -0.01, -0.01], [0.00, 0.00, 0.00], [0.00, 0.00, 0.00], [0.00, 0.00, 0.00], [0.01, -0.01, 0.00], [0.00, 0.00, 0.00], [0.00, 0.00, 0.00], [-0.02, 0.00, 0.00], [0.01, -0.01, 0.02], [0.02, 0.00, -0.02], [0.00, 0.00, 0.01], [0.00, 0.00, 0.00], [-0.01, 0.00, 0.00], [-0.01, 0.01, -0.01]], "lumo_ev": -5.63, "de_lowest_ev": 0.000, "homo_lumo_gap_ev": 5.1, "total_charge": 2}